{
  "formula": "C2H5N2",
  "method": "the ωB97M-V functional and the def2-TZVPD basis",
  "species": ["C", "C", "N", "N", "H", "H", "H", "H", "H"],
  "positions_angstrom": [[0.194, -0.222, 0.028], [-0.804, 0.654, 0.658], [-1.015, -0.291, -0.424], [1.379, -0.634, -0.228], [-1.230, 0.252, 1.556], [-0.697, 1.848, 0.491], [-1.445, -0.233, -1.355], [2.081, -0.239, 0.361], [1.537, -1.136, -1.086]],
  "e_above_lowest_kcal_mol": 13.3,
  "charge": 1
}

{
  "formula": "C23H30AlINO3S",
  "method": "the ωB97M-V functional and the def2-TZVPD basis",
  "species": ["C", "C", "C", "I", "Al", "S", "C", "C", "N", "C", "C", "C", "O", "C", "H", "H", "H", "H", "H", "H", "H", "H", "H", "H", "H", "H", "H", "H", "H", "H", "H", "H", "H", "H", "H", "H", "C", "C", "C", "C", "C", "C", "C", "O", "C", "C", "C", "C", "C", "C", "C", "O", "H", "H", "H", "H", "H", "H", "H", "H"],
  "positions_angstrom": [[0.321, 1.200, -2.134], [1.751, 0.632, -2.059], [1.973, -0.541, -3.029], [3.942, -0.425, -3.939], [1.775, -2.401, -2.229], [-0.477, -2.484, -1.663], [1.933, -3.833, -3.602], [1.226, -3.492, -4.908], [0.758, -4.687, -5.652], [3.166, -2.533, -0.796], [3.352, -3.756, 0.115], [2.518, -3.754, 1.384], [1.193, -4.189, 1.118], [0.157, -3.555, 1.833], [-0.216, 0.806, -3.003], [0.301, 2.289, -2.208], [-0.277, 0.937, -1.260], [1.947, 0.279, -1.038], [2.470, 1.443, -2.214], [1.357, -0.388, -3.919], [-0.644, -1.173, -1.434], [1.513, -4.770, -3.205], [2.989, -4.062, -3.804], [0.385, -2.802, -4.724], [1.910, -2.950, -5.572], [-0.089, -5.038, -5.214], [0.494, -4.427, -6.598], [4.080, -2.442, -1.405], [3.181, -1.625, -0.170], [4.401, -3.854, 0.434], [3.113, -4.687, -0.416], [2.493, -2.739, 1.809], [2.962, -4.421, 2.140], [0.554, -2.914, 2.633], [-0.432, -2.948, 1.134], [-0.496, -4.310, 2.287], [-2.765, 7.024, 1.422], [-3.210, 7.114, 2.737], [-3.208, 5.994, 3.550], [-2.762, 4.774, 3.052], [-2.316, 4.684, 1.735], [-2.318, 5.813, 0.922], [-1.829, 3.391, 1.167], [-1.429, 3.315, 0.028], [-1.857, 2.197, 2.063], [-1.428, 0.974, 1.557], [-1.445, -0.152, 2.363], [-1.888, -0.060, 3.679], [-2.314, 1.155, 4.189], [-2.303, 2.289, 3.383], [-2.770, 3.582, 3.954], [-3.143, 3.674, 5.105], [-2.767, 7.901, 0.788], [-3.558, 8.062, 3.126], [-3.547, 6.035, 4.576], [-1.965, 5.710, -0.096], [-1.086, 0.928, 0.532], [-1.113, -1.101, 1.964], [-1.898, -0.942, 4.306], [-2.662, 1.252, 5.209]],
  "charge": -1
}

{
  "formula": "C4H13O4",
  "method": "the ωB97M-V functional and the def2-TZVPD basis",
  "species": ["C", "O", "C", "C", "C", "O", "H", "H", "H", "H", "H", "H", "H", "H", "H", "H", "H", "O", "H", "H", "O"],
  "positions_angstrom": [[-0.385, -0.219, -1.907], [-0.480, -1.206, -0.914], [0.330, 1.134, -1.453], [1.396, 0.886, -0.401], [0.932, 0.725, 1.084], [-0.306, 0.159, 1.231], [0.201, -0.510, -2.867], [-1.271, 0.104, -2.383], [-0.642, -0.617, 0.062], [-0.528, 1.820, -1.270], [0.871, 1.417, -2.471], [1.956, -0.046, -0.693], [2.044, 1.790, -0.387], [0.847, 1.696, 1.468], [1.713, 0.060, 1.635], [0.089, -1.596, 2.219], [0.266, -2.195, 1.040], [0.369, -2.375, 1.999], [-2.794, -0.741, 0.833], [-1.796, -0.092, 1.645], [-2.811, -0.192, 1.529]],
  "e_above_lowest_kcal_mol": 47.8,
  "charge": -1
}

{
  "formula": "C6H12N2",
  "method": "the ωB97M-V functional and the def2-TZVPD basis",
  "species": ["C", "C", "C", "C", "C", "C", "N", "N", "H", "H", "H", "H", "H", "H", "H", "H", "H", "H", "H", "H"],
  "positions_angstrom": [[0.436, 1.656, 1.331], [-0.876, 0.868, -1.520], [-1.641, -1.090, -0.126], [1.352, -0.671, 0.602], [0.377, 0.328, 0.654], [-0.536, -0.088, -0.398], [0.899, -1.324, -0.672], [2.432, -1.101, 1.154], [1.460, -1.012, -1.460], [0.899, -2.348, -0.646], [2.569, -0.672, 2.066], [1.439, 1.831, 1.729], [-0.267, 1.761, 2.167], [0.218, 2.475, 0.634], [-1.190, 0.330, -2.417], [-0.040, 1.524, -1.760], [-1.722, 1.493, -1.213], [-2.498, -0.537, 0.273], [-1.972, -1.611, -1.029], [-1.339, -1.812, 0.631]],
  "e_above_lowest_kcal_mol": 64.9
}

| no. | HOMO-LUMO gap (Ha) | LUMO energy (eV) |
| --- | --- | --- |
| 1 | 0.4518 | -4.087 |
| 2 | 0.2004 | 0.624 |
| 3 | 0.3188 | 3.948 |
| 4 | 0.2669 | 0.706 |